(1)
{
  "formula": "C13H20NPdS4Se",
  "method": "ωB97M-V/def2-TZVPD",
  "charge": -1,
  "energy_ev": -127464.2767,
  "multiplicity": 1,
  "homo_energy_ev": -3.02,
  "gap_ev": 5.7,
  "elements": ["Pd", "C", "C", "S", "C", "C", "S", "C", "C", "S", "C", "C", "S", "H", "H", "H", "H", "H", "H", "H", "H", "H", "H", "H", "H", "H", "H", "H", "H", "Se", "C", "C", "C", "N", "C", "C", "H", "H", "H", "H"],
  "coordinates": [[-0.95290, -1.05007, -0.69434], [1.34404, -0.90071, 1.50790], [0.53116, -2.05616, 2.07816], [-0.92984, -2.53164, 1.08520], [-2.26349, -2.20860, 2.30025], [-3.52088, -1.67136, 1.62484], [-3.52373, 0.14039, 1.57466], [-4.02172, 0.51309, -0.12613], [-3.19951, 1.67304, -0.67260], [-1.59663, 1.10952, -1.35649], [-0.43026, 2.20449, -0.45475], [0.80180, 1.50640, 0.11291], [0.50211, 0.69571, 1.70971], [1.50680, -1.06804, 0.44173], [2.31361, -0.87047, 2.01060], [0.18185, -1.82478, 3.08593], [1.17112, -2.93707, 2.15164], [-1.89657, -1.49812, 3.04155], [-2.49443, -3.14579, 2.81147], [-4.40602, -2.01572, 2.16229], [-3.57327, -2.03557, 0.59754], [-5.08634, 0.75225, -0.16318], [-3.83155, -0.37761, -0.72826], [-3.01256, 2.41183, 0.10775], [-3.75010, 2.17333, -1.47150], [-0.99032, 2.70189, 0.33815], [-0.09716, 2.96907, -1.15857], [1.59660, 2.24476, 0.23342], [1.14659, 0.74716, -0.58522], [1.24157, -1.60707, -2.33728], [2.66031, -0.37842, -2.11796], [2.71779, 0.83020, -2.82827], [3.74818, 1.72426, -2.60325], [4.74079, 1.53373, -1.72902], [4.69402, 0.38119, -1.05763], [3.71002, -0.58006, -1.21143], [1.94319, 1.06315, -3.54832], [3.77865, 2.65865, -3.15800], [5.49812, 0.21489, -0.34521], [3.74897, -1.49177, -0.62828]],
  "forces_ev_per_a": [[0.30, -0.04, -0.20], [-0.02, 0.01, 0.01], [0.03, -0.03, 0.01], [-0.15, 0.09, 0.01], [0.01, -0.03, 0.04], [-0.02, -0.05, 0.03], [-0.02, 0.04, 0.04], [-0.01, 0.00, -0.02], [-0.02, 0.02, -0.04], [0.00, 0.04, 0.14], [-0.01, 0.02, -0.01], [-0.02, 0.01, -0.03], [0.00, 0.00, 0.06], [0.00, -0.01, -0.01], [0.00, 0.02, 0.01], [0.01, -0.04, 0.01], [0.02, 0.01, -0.03], [0.00, 0.02, -0.02], [0.01, 0.01, 0.02], [0.00, -0.01, -0.01], [0.00, 0.01, -0.01], [0.00, 0.00, 0.00], [0.00, 0.00, 0.00], [0.00, 0.02, -0.02], [0.00, -0.02, -0.01], [0.00, 0.00, 0.00], [0.00, 0.01, 0.01], [0.00, 0.00, -0.01], [0.01, 0.00, 0.01], [-0.05, -0.16, 0.06], [-0.04, 0.08, -0.03], [0.01, 0.02, 0.00], [-0.02, -0.01, 0.00], [0.01, 0.00, 0.01], [0.01, 0.00, 0.00], [0.00, -0.01, -0.02], [-0.01, 0.00, 0.00], [0.00, 0.00, 0.00], [0.00, 0.00, 0.00], [-0.01, 0.00, 0.00]]
}


(2)
{
  "formula": "C13H20O3Si",
  "method": "ωB97M-V/def2-TZVPD",
  "energy_ev": -27828.0881,
  "multiplicity": 1,
  "homo_energy_ev": -8.63,
  "smiles": "CCO[Si]1(OCC)CCCc2ccccc2O1",
  "gap_ev": 9.5,
  "elements": ["O", "O", "O", "C", "C", "C", "C", "C", "C", "C", "C", "C", "C", "C", "C", "C", "Si", "H", "H", "H", "H", "H", "H", "H", "H", "H", "H", "H", "H", "H", "H", "H", "H", "H", "H", "H", "H"],
  "coordinates": [[0.25306, 0.82552, 0.64199], [-2.14900, -0.75589, 0.31396], [0.20851, -1.93593, 0.92134], [3.81088, 1.51656, -0.43943], [3.57442, 2.08257, -1.65454], [2.72160, 1.12730, 0.33284], [2.28813, 2.18765, -2.11258], [1.36423, 1.20686, -0.10819], [1.22871, 1.63012, -1.45154], [-4.00431, -0.06642, 1.53736], [0.49290, -2.57919, 3.26590], [-3.00827, 0.37357, 0.51199], [-0.48549, -2.26222, 2.15591], [-0.04300, 1.50958, -2.15547], [-0.20960, 0.08292, -2.64445], [0.04127, -1.00654, -1.59419], [-0.48664, -0.66548, 0.19505], [4.75900, 1.55707, 0.10415], [4.38070, 2.51039, -2.21387], [3.00560, 0.63539, 1.24296], [2.12467, 2.61220, -3.07062], [-4.89464, 0.64932, 1.56759], [-3.61076, -0.12683, 2.49363], [-4.40040, -1.09407, 1.32518], [1.21417, -3.26877, 2.82951], [1.02528, -1.66259, 3.55766], [0.07132, -3.05208, 4.09676], [-2.44339, 1.25040, 0.72783], [-3.48498, 0.63313, -0.41378], [-1.22257, -1.46573, 2.34393], [-1.12695, -3.08152, 1.85900], [0.04054, 2.11975, -3.06802], [-0.89430, 1.70858, -1.47224], [-1.28108, -0.01364, -3.03619], [0.52114, -0.08314, -3.50440], [-0.46358, -1.94822, -1.75202], [1.08282, -1.15062, -1.33302]],
  "forces_ev_per_a": [[-0.14, -0.96, -0.28], [1.55, 0.80, 0.20], [-0.26, 0.13, 1.30], [-0.48, 0.33, 1.52], [0.73, 0.77, -0.27], [-1.37, -0.69, 0.23], [0.66, -0.68, -0.26], [1.92, -0.20, -0.82], [-0.47, 0.46, 1.91], [-2.83, 0.50, -1.28], [0.88, 1.03, -1.84], [-0.12, -1.18, -0.23], [-0.50, -0.08, -0.51], [-0.88, -0.25, -0.26], [-0.49, -1.36, -1.53], [-0.76, 1.22, 1.66], [0.37, 0.79, -2.56], [-0.04, -0.34, -0.72], [0.33, 0.14, -0.33], [-0.50, 0.06, 0.71], [-0.22, 0.33, -0.81], [1.09, -0.91, 0.02], [0.97, 0.09, 1.93], [0.34, 0.97, -0.22], [0.20, -0.01, 0.10], [-0.12, -0.32, 0.05], [-0.90, -0.55, 1.31], [0.51, 0.71, 0.86], [-0.46, -0.25, -0.73], [0.45, -0.05, 0.69], [-0.04, -0.67, 0.44], [-0.77, 0.27, 0.55], [0.29, 0.49, -0.62], [1.48, -0.03, 0.28], [-1.07, 0.19, 0.80], [0.16, -0.38, -0.59], [0.54, -0.37, -0.71]]
}


(3)
{
  "formula": "C13H21AlNO3Se2",
  "method": "ωB97M-V/def2-TZVPD",
  "charge": 1,
  "energy_ev": -158740.3696,
  "multiplicity": 1,
  "homo_energy_ev": -11.10,
  "gap_ev": 7.8,
  "elements": ["Al", "O", "C", "C", "C", "C", "C", "C", "C", "C", "N", "H", "H", "H", "H", "H", "H", "H", "H", "H", "H", "H", "O", "C", "C", "C", "O", "C", "Se", "C", "Se", "H", "H", "H", "H", "H", "H", "H", "H", "H", "H"],
  "coordinates": [[-0.36590, -0.24830, -0.08220], [1.57210, 0.03200, -0.38380], [2.47740, 1.14820, -0.38370], [2.57750, 1.75560, 1.01520], [1.18700, 1.88650, 1.65340], [0.26220, 2.58280, 0.71170], [0.07180, 3.95700, 0.75590], [-0.73050, 4.55880, -0.19790], [-1.28380, 3.76980, -1.19900], [-1.06240, 2.40980, -1.16780], [-0.31460, 1.82590, -0.22780], [2.06890, -0.79460, -0.29340], [2.07730, 1.87480, -1.09580], [3.45520, 0.82140, -0.73890], [3.05020, 2.73480, 0.93230], [3.19950, 1.13200, 1.65630], [1.25840, 2.43230, 2.59150], [0.78210, 0.88660, 1.86910], [0.53610, 4.53160, 1.54310], [-0.91610, 5.62110, -0.16530], [-1.88940, 4.20200, -1.97490], [-1.48990, 1.74100, -1.90410], [-1.54300, -2.94450, -2.56180], [-2.57640, -2.24610, -1.91800], [-2.83160, -2.76770, -0.48560], [-3.81260, -3.97810, -0.58310], [-5.03600, -3.64470, -1.17560], [-3.52870, -1.70700, 0.35990], [-2.60340, 0.03130, 0.65390], [-1.56350, -3.28780, 0.19640], [0.16100, -2.50150, -0.33520], [-1.87760, -3.47230, -3.29210], [-3.51860, -2.29850, -2.46830], [-2.26160, -1.18270, -1.86220], [-3.94500, -4.41330, 0.41240], [-3.35620, -4.73490, -1.22700], [-5.68970, -3.41490, -0.50770], [-3.73970, -2.10130, 1.35590], [-4.47040, -1.41260, -0.10880], [-1.41810, -4.34850, -0.01930], [-1.64020, -3.16950, 1.27910]],
  "forces_ev_per_a": [[-0.33, 0.10, 0.26], [0.25, -0.54, -0.06], [0.37, 0.94, 0.16], [-0.17, -0.32, -0.13], [0.06, -0.06, -0.04], [0.12, 0.36, 0.36], [-0.13, -0.16, -0.08], [0.08, -0.24, -0.06], [0.06, -0.01, 0.11], [-0.24, 0.16, -0.37], [-0.12, -0.43, -0.07], [-0.12, -0.09, 0.01], [0.11, -0.18, 0.06], [-0.16, -0.08, -0.05], [0.04, 0.00, 0.00], [0.08, 0.01, 0.02], [-0.05, -0.10, 0.07], [0.11, 0.16, 0.25], [0.02, 0.02, 0.05], [-0.01, 0.10, -0.03], [-0.12, 0.02, -0.14], [-0.13, 0.12, -0.02], [0.05, -0.57, -0.53], [-0.15, 0.55, 0.38], [-0.12, -0.05, -0.36], [0.62, 0.08, 0.13], [-0.47, 0.18, -0.12], [0.10, 0.22, 0.04], [0.37, -0.23, -0.16], [0.05, -0.10, 0.18], [0.01, 0.48, 0.29], [-0.16, 0.03, 0.03], [0.05, 0.14, -0.01], [-0.31, -0.45, -0.08], [0.00, -0.05, 0.00], [0.08, 0.00, 0.09], [0.08, -0.06, -0.04], [-0.01, 0.02, -0.08], [0.11, -0.01, 0.06], [0.00, 0.11, -0.01], [0.00, -0.08, -0.12]]
}


(4)
{
  "formula": "C13H21AuCl2N6O3",
  "method": "ωB97M-V/def2-TZVPD",
  "energy_ev": -57640.7783,
  "multiplicity": 1,
  "homo_energy_ev": -8.21,
  "gap_ev": 8.6,
  "elements": ["Au", "Cl", "C", "Cl", "C", "O", "O", "H", "C", "N", "C", "N", "C", "N", "C", "N", "C", "C", "H", "H", "H", "H", "H", "H", "H", "H", "H", "H", "H", "H", "N", "C", "N", "C", "C", "O", "C", "C", "H", "H", "H", "H", "H", "H", "H", "H"],
  "coordinates": [[0.17713, -0.06573, -0.39789], [-2.20115, 1.76150, 1.32227], [-1.70366, 0.52751, 2.52175], [-2.22512, -1.10542, 2.00289], [-0.18881, 0.56252, 2.81785], [0.08308, 0.77155, 3.99171], [0.59645, 0.37469, 1.84618], [-2.23716, 0.74995, 3.43494], [2.97157, 1.20716, 0.04615], [4.42478, 1.20232, 0.13689], [4.97435, 0.78943, -1.15477], [4.51167, -0.54495, -1.55409], [3.05888, -0.52449, -1.62728], [2.44635, -0.14056, -0.33243], [2.90540, -1.11318, 0.70372], [4.35757, -1.13666, 0.80111], [4.81852, 0.21288, 1.14657], [4.90915, -1.49303, -0.50623], [2.65586, 1.91741, -0.72003], [2.52587, 1.47764, 0.99990], [6.06348, 0.77928, -1.09304], [4.67517, 1.51134, -1.91670], [2.69046, -1.51448, -1.89938], [2.73743, 0.19204, -2.38420], [2.54267, -2.10215, 0.41794], [2.45770, -0.81990, 1.65081], [5.90633, 0.20477, 1.22843], [4.39237, 0.49823, 2.10836], [4.56152, -2.49071, -0.78023], [5.99799, -1.50880, -0.44209], [-1.56978, -0.26848, -1.49386], [-2.71398, -0.20623, -1.32944], [-3.99682, -0.10958, -1.09480], [-4.82569, -1.32007, -1.00485], [-5.97201, -1.03525, -0.05568], [-6.67581, 0.12910, -0.44808], [-5.83993, 1.27095, -0.36644], [-4.68680, 1.16451, -1.34174], [-4.20745, -2.12996, -0.62052], [-5.20162, -1.59183, -1.99488], [-5.58758, -0.91630, 0.96383], [-6.67997, -1.86161, -0.07428], [-5.45207, 1.38380, 0.65251], [-6.45198, 2.13676, -0.61115], [-3.97700, 1.97316, -1.17633], [-5.04735, 1.20085, -2.37339]],
  "forces_ev_per_a": [[0.45, -0.23, -0.48], [0.06, -0.03, 0.08], [-0.35, -0.04, 0.08], [0.01, 0.10, -0.04], [0.23, 0.07, 0.00], [-0.01, -0.02, -0.02], [0.04, 0.07, 0.10], [-0.09, 0.00, 0.00], [0.07, -0.10, -0.07], [-0.07, -0.07, 0.01], [-0.01, -0.01, -0.01], [-0.03, 0.03, 0.08], [0.00, -0.01, -0.01], [-0.22, 0.14, 0.18], [0.06, 0.00, 0.00], [-0.04, 0.08, -0.08], [0.01, -0.02, 0.00], [0.01, 0.00, 0.00], [0.00, 0.01, 0.00], [-0.01, -0.01, 0.06], [0.01, 0.00, 0.01], [-0.01, 0.01, -0.01], [0.00, -0.01, 0.00], [0.01, 0.01, -0.01], [-0.01, -0.01, 0.01], [0.02, -0.01, -0.02], [0.02, 0.00, 0.00], [-0.01, 0.00, 0.01], [-0.01, -0.01, 0.00], [0.02, 0.01, 0.00], [-0.15, 0.05, 0.06], [-0.14, 0.05, 0.26], [0.14, -0.08, -0.27], [0.09, 0.06, 0.05], [-0.05, 0.00, 0.02], [0.02, 0.02, 0.00], [-0.08, -0.01, 0.02], [0.07, -0.05, 0.04], [0.01, -0.01, -0.01], [-0.02, 0.03, -0.02], [0.02, 0.00, 0.01], [-0.03, 0.01, 0.01], [0.01, -0.02, 0.01], [-0.03, 0.00, 0.01], [0.01, 0.01, -0.03], [-0.02, -0.02, 0.00]]
}